Record 1
14 unconnected molecules or ions with the total composition C27H82N6O14 in a non-equilibrium geometry, computed with ωB97M-V with the def2-TZVPD basis set.

## Properties
⟨S²⟩: 0.750
LUMO energy (alpha / beta) (eV): 2.0 / 1.9
DFT total energy (eV): -66932.4458
Kohn-Sham gap (alpha / beta) (eV): 1.4 / 8.7
Multiplicity: 2
E_HOMO (alpha / beta) (eV): 0.588 / -6.753
Net charge: -1

Positions of all 129 atoms, in Å:
C1 4.551 -1.542 -4.027
C2 3.105 -1.861 -4.504
O1 2.298 -1.668 -3.378
H1 5.196 -1.191 -4.833
H2 5.025 -2.489 -3.768
H3 4.582 -0.729 -3.303
H4 3.040 -2.815 -5.027
H5 2.831 -0.965 -5.063
H6 1.484 -1.193 -3.560
C3 -1.628 0.258 -3.383
C4 -0.763 -0.003 -4.611
O2 0.578 0.199 -4.316
H7 -2.694 0.311 -3.603
H8 -1.503 1.090 -2.691
H9 -1.499 -0.658 -2.807
H10 -1.085 0.689 -5.389
H11 -1.022 -1.013 -4.930
H12 0.687 1.066 -3.921
C5 1.720 4.584 1.337
C6 1.930 3.641 0.149
O3 0.743 3.250 -0.294
H13 2.660 5.000 1.701
H14 1.171 4.100 2.145
H15 1.183 5.475 1.013
H16 2.472 2.767 0.510
H17 2.483 4.106 -0.667
H18 0.374 2.621 0.329
C7 -0.607 -4.566 -0.575
C8 -1.264 -5.276 -1.774
O4 -2.175 -4.381 -2.428
H19 -1.277 -4.085 0.138
H20 0.042 -3.786 -0.975
H21 0.026 -5.143 0.098
H22 -1.879 -6.120 -1.460
H23 -0.557 -5.465 -2.581
H24 -2.629 -4.819 -3.151
C9 0.669 -0.180 -0.224
C10 -0.530 0.181 0.676
O5 -0.136 1.098 1.676
H25 0.782 0.644 -0.928
H26 0.464 -1.081 -0.803
H27 1.665 -0.144 0.217
H28 -0.861 -0.725 1.184
H29 -1.410 0.475 0.103
H30 -0.697 0.963 2.443
C11 3.407 -4.589 -0.373
C12 2.771 -3.226 0.083
O6 3.617 -2.292 -0.420
H31 2.751 -5.443 -0.205
H32 4.393 -4.730 0.069
H33 3.491 -4.600 -1.460
H34 2.780 -3.131 1.169
H35 1.809 -3.034 -0.390
H36 3.423 -2.243 -1.359
C13 0.545 0.920 5.025
C14 0.170 -0.579 5.045
O7 -0.878 -0.642 4.121
H37 1.355 1.001 5.750
H38 -0.275 1.534 5.397
H39 0.868 1.247 4.036
H40 -0.070 -0.864 6.069
H41 1.036 -1.136 4.685
H42 -1.246 -1.528 4.102
C15 -4.716 0.407 0.216
C16 -5.641 -0.407 1.161
O8 -6.633 -1.159 0.499
H43 -3.842 0.746 0.772
H44 -5.157 1.351 -0.104
H45 -4.361 -0.121 -0.669
H46 -6.113 0.212 1.924
H47 -4.933 -1.040 1.696
H48 -7.221 -1.417 1.214
C17 -4.067 4.109 1.540
C18 -2.848 4.459 0.658
O9 -2.244 3.179 0.433
H49 -3.812 3.574 2.454
H50 -4.837 3.591 0.968
H51 -4.425 5.084 1.873
H52 -2.147 5.099 1.194
H53 -3.134 4.943 -0.276
H54 -1.358 3.287 0.079
C19 -4.169 -0.063 4.874
O10 -4.037 -1.149 4.427
N1 -5.270 0.330 5.414
N2 -3.185 0.793 4.867
H55 -6.103 -0.241 5.430
H56 -5.248 1.258 5.812
H57 -3.189 1.610 5.461
H58 -2.338 0.428 4.455
C20 4.411 1.934 -2.577
O11 5.498 1.672 -2.181
N3 3.442 1.221 -2.159
N4 4.049 2.966 -3.298
H59 3.712 0.415 -1.614
H60 2.602 1.230 -2.720
H61 4.831 3.535 -3.590
H62 3.067 3.085 -3.501
C21 5.350 0.187 1.441
O12 5.852 1.100 2.036
N5 6.079 -0.697 0.847
N6 4.092 0.032 1.218
H63 7.080 -0.564 0.861
H64 5.621 -1.463 0.373
H65 3.840 -0.750 0.629
H66 3.480 0.687 1.684
C22 -3.005 -3.728 2.216
C23 -2.203 -4.121 3.406
C24 -0.765 -4.580 3.095
O13 -2.126 -2.938 4.166
H67 -4.074 -3.807 2.417
H68 -2.755 -4.412 1.405
H69 -2.768 -2.724 1.864
H70 -2.652 -4.858 4.071
H71 -0.629 -5.543 2.601
H72 -0.197 -4.540 4.024
H73 -0.342 -3.897 2.358
H74 -3.039 -2.671 4.294
C25 0.438 4.921 -3.083
C26 0.065 3.584 -3.686
C27 0.479 3.485 -5.101
O14 0.930 2.647 -3.059
H75 0.379 4.968 -1.996
H76 -0.364 5.621 -3.316
H77 1.421 5.247 -3.423
H78 -0.971 3.256 -3.601
H79 -0.318 3.872 -5.736
H80 0.715 2.471 -5.423
H81 1.371 4.089 -5.267
H82 0.932 2.920 -2.138

Atom charges from the Löwdin analysis, given in e for atoms 1 to 99:
1 C -0.068
2 C -0.289
3 O -0.117
4 H 0.068
5 H 0.065
6 H 0.050
7 H 0.108
8 H 0.102
9 H 0.036
10 C -0.075
11 C -0.299
12 O -0.099
13 H 0.077
14 H 0.065
15 H 0.071
16 H 0.102
17 H 0.121
18 H 0.032
19 C -0.058
20 C -0.354
21 O -0.106
22 H 0.074
23 H 0.077
24 H 0.069
25 H 0.113
26 H 0.120
27 H 0.060
28 C -0.069
29 C -0.281
30 O -0.107
31 H 0.042
32 H 0.048
33 H 0.067
34 H 0.105
35 H 0.106
36 H 0.072
37 C -0.048
38 C -0.278
39 O -0.084
40 H 0.045
41 H 0.067
42 H 0.057
43 H 0.102
44 H 0.097
45 H 0.065
46 C -0.054
47 C -0.304
48 O -0.124
49 H 0.057
50 H 0.074
51 H 0.067
52 H 0.126
53 H 0.078
54 H 0.070
55 C -0.099
56 C -0.299
57 O -0.130
58 H 0.066
59 H 0.053
60 H 0.056
61 H 0.110
62 H 0.107
63 H 0.029
64 C -0.081
65 C -0.336
66 O -0.097
67 H 0.051
68 H 0.053
69 H 0.065
70 H 0.093
71 H 0.082
72 H 0.065
73 C -0.138
74 C -0.299
75 O -0.108
76 H 0.048
77 H 0.056
78 H 0.054
79 H 0.100
80 H 0.099
81 H 0.033
82 C -0.925
83 O -0.003
84 N 0.118
85 N 0.170
86 H 0.076
87 H 0.001
88 H 0.014
89 H 0.060
90 C -0.847
91 O 0.063
92 N 0.194
93 N 0.190
94 H 0.104
95 H 0.086
96 H 0.119
97 H 0.078
98 C -0.838
99 O 0.033



Record 2
A molecular structure, C28H20Cl4IrN6O6S2, computed with ωB97M-V with the def2-TZVPD basis set.

## Properties
⟨S²⟩: 8.803
LUMO energy (alpha / beta) (eV): -0.2 / -1.6
Relative energy (zero: lowest compared OMol25 entry of this formula, charge and spin) (kcal/mol): 47.6
DFT total energy (eV): -125179.8859
Kohn-Sham gap (alpha / beta) (eV): 7.0 / 6.5
Multiplicity: 6
E_HOMO (alpha / beta) (eV): -7.203 / -8.072

Positions of all 67 atoms, in Å:
Ir1 0.284 -1.269 0.597
N1 3.494 5.409 0.536
C1 2.914 4.216 0.934
C2 2.389 3.330 -0.010
C3 1.762 2.167 0.393
C4 1.648 1.862 1.743
C5 2.161 2.739 2.694
C6 2.795 3.899 2.288
S1 -0.801 1.314 2.355
O1 -0.894 1.482 3.787
O2 -3.096 1.550 0.815
N2 0.904 0.668 2.071
C7 1.256 -0.226 3.103
N3 1.965 0.119 4.154
C8 2.176 -0.848 5.052
C9 1.662 -2.124 4.918
C10 0.939 -2.387 3.768
N4 0.756 -1.445 2.854
H1 3.789 5.474 -0.423
H2 4.113 5.857 1.189
H3 2.484 3.552 -1.067
H4 1.356 1.475 -0.336
H5 2.068 2.508 3.744
H6 3.194 4.579 3.032
H7 2.772 -0.573 5.913
H8 1.831 -2.885 5.665
H9 0.519 -3.362 3.552
Cl1 4.868 -6.646 0.261
C11 3.447 -5.688 0.153
C12 2.215 -6.311 -0.237
Cl2 2.217 -7.980 -0.645
C13 1.058 -5.588 -0.286
Cl3 -0.439 -6.294 -0.748
C14 1.038 -4.196 0.063
O3 -0.024 -3.528 0.093
C15 2.316 -3.539 0.367
O4 2.346 -2.295 0.565
C16 3.492 -4.351 0.435
Cl4 4.955 -3.563 0.882
C17 -4.758 3.351 -4.312
C18 -4.315 2.855 -2.960
C19 -3.070 3.198 -2.439
C20 -2.664 2.749 -1.192
C21 -3.526 1.963 -0.453
C22 -4.772 1.604 -0.937
C23 -5.152 2.050 -2.194
S2 -3.070 -0.060 0.998
O5 -4.153 -0.421 1.860
O6 -1.716 -0.047 2.070
N5 -0.827 0.027 -0.634
C24 -0.613 -0.574 -1.830
C25 -1.397 -0.492 -2.994
C26 -1.058 -1.257 -4.093
C27 0.061 -2.079 -4.050
C28 0.805 -2.110 -2.875
N6 0.481 -1.387 -1.821
H10 -3.970 3.923 -4.799
H11 -5.634 3.995 -4.222
H12 -5.028 2.521 -4.966
H13 -2.400 3.818 -3.021
H14 -1.689 2.990 -0.789
H15 -5.435 0.999 -0.332
H16 -6.126 1.773 -2.580
H17 -2.272 0.146 -2.990
H18 -1.665 -1.213 -4.988
H19 0.351 -2.685 -4.897
H20 1.684 -2.739 -2.783

And the Löwdin charges, in e, turn out to be:
1 Ir 1.290
2 N 0.099
3 C -0.324
4 C -0.025
5 C -0.029
6 C -0.318
7 C -0.025
8 C -0.025
9 S 0.998
10 O -0.371
11 O -0.313
12 N -0.202
13 C -0.424
14 N 0.179
15 C -0.077
16 C -0.017
17 C -0.068
18 N 0.031
19 H 0.089
20 H 0.089
21 H 0.111
22 H 0.092
23 H 0.102
24 H 0.111
25 H 0.118
26 H 0.110
27 H 0.131
28 Cl 0.689
29 C -0.699
30 C -0.702
31 Cl 0.688
32 C -0.624
33 Cl 0.728
34 C -0.396
35 O -0.113
36 C -0.391
37 O -0.126
38 C -0.625
39 Cl 0.721
40 C -0.051
41 C -0.279
42 C -0.035
43 C -0.011
44 C -0.337
45 C -0.016
46 C -0.035
47 S 0.928
48 O -0.348
49 O -0.624
50 N -0.059
51 C -0.494
52 C -0.008
53 C -0.070
54 C -0.062
55 C -0.127
56 N 0.017
57 H 0.073
58 H 0.083
59 H 0.080
60 H 0.113
61 H 0.119
62 H 0.117
63 H 0.118
64 H 0.101
65 H 0.107
66 H 0.101
67 H 0.117



Record 3
2 unconnected molecules or ions with the total composition C4H10IN2S in a non-equilibrium geometry, computed with ωB97M-V with the def2-TZVPD basis set.

## Properties
LUMO energy (eV): -3.7
Relative energy (zero: lowest compared OMol25 entry of this formula, charge and spin) (kcal/mol): 3.3
DFT total energy (eV): -26218.3654
Kohn-Sham gap (eV): 9.2
E_HOMO (eV): -12.870
Net charge: +1

Positions of all 18 atoms, in Å:
C1 -0.875 1.655 1.266
C2 -1.752 -0.591 0.467
C3 -0.746 0.463 0.702
C4 0.097 2.762 1.334
N1 -1.420 -1.629 -0.158
N2 0.587 -2.376 -1.570
S1 0.916 -0.144 0.371
I1 -3.882 -0.224 0.947
H1 -1.918 1.886 1.403
H2 0.811 2.729 0.511
H3 0.680 2.644 2.381
H4 -0.341 3.750 1.355
H5 0.878 -1.505 -1.801
H6 -2.164 -2.255 -0.455
H7 0.501 -3.140 -2.319
H8 -0.347 -2.115 -1.091
H9 1.173 -2.580 -0.748
H10 1.454 0.812 -0.288

And the Löwdin charges, in e, turn out to be:
1 C -0.184
2 C -0.724
3 C -0.585
4 C -0.078
5 N -0.008
6 N 0.189
7 S 0.886
8 I 0.861
9 H 0.065
10 H 0.061
11 H 0.159
12 H 0.080
13 H 0.022
14 H 0.083
15 H 0.191
16 H 0.013
17 H 0.112
18 H -0.143



Record 4
2 unconnected molecules or ions with the total composition C13H11F5NO4 in a non-equilibrium geometry, computed with ωB97M-V with the def2-TZVPD basis set.

## Properties
LUMO energy (eV): 1.1
DFT total energy (eV): -36915.9184
Kohn-Sham gap (eV): 4.9
E_HOMO (eV): -3.819
Net charge: -1

Positions of all 34 atoms, in Å:
O1 -1.853 1.976 3.679
C1 -1.384 2.722 2.661
C2 -1.990 2.931 1.127
C3 -0.628 3.010 0.218
C4 -0.480 2.078 -1.129
F1 -1.209 2.590 -2.314
F2 0.987 2.117 -1.490
C5 -0.796 0.489 -0.778
C6 -2.371 0.008 -0.871
C7 -2.886 -1.511 -0.516
C8 -1.719 -2.596 -0.060
C9 -0.131 -2.130 0.018
C10 0.943 -3.289 0.508
F3 0.740 -4.608 -0.179
F4 2.333 -2.808 0.279
F5 0.754 -3.430 2.001
C11 0.393 -0.585 -0.350
C12 0.585 3.012 1.326
N1 -0.120 3.572 2.570
H1 -2.690 3.852 0.923
H2 -2.711 2.012 1.039
H3 -0.719 4.097 -0.252
H4 -3.180 0.814 -1.174
H5 -4.033 -1.739 -0.582
H6 -2.062 -3.684 0.204
H7 1.524 -0.274 -0.310
H8 1.468 3.719 1.017
H9 0.842 1.917 1.690
H10 -0.511 4.490 2.241
C13 4.387 -3.951 -2.562
O2 5.127 -4.021 -1.551
O3 3.289 -3.260 -2.293
O4 4.519 -4.407 -3.719
H11 3.580 -3.113 -1.370

And the Löwdin charges, in e, turn out to be:
1 O -0.009
2 C -0.237
3 C -0.072
4 C -0.188
5 C -0.245
6 F -0.019
7 F -0.051
8 C -0.041
9 C -0.023
10 C -0.040
11 C 0.019
12 C -0.012
13 C -0.205
14 F 0.015
15 F 0.013
16 F -0.021
17 C 0.101
18 C -0.135
19 N -0.040
20 H 0.131
21 H 0.109
22 H 0.155
23 H 0.098
24 H 0.085
25 H 0.102
26 H 0.121
27 H 0.145
28 H 0.148
29 H 0.109
30 C -0.912
31 O -0.095
32 O 0.014
33 O -0.077
34 H 0.056



What is the DFT total energy in the first record?
-66932.4458 eV



Among the records above, which one has the lowest DFT total energy?
C28H20Cl4IrN6O6S2